(1)
64
Properties=species:S:1:pos:R:3:mulliken_charge:R:1 method="wB97M-V/def2-TZVPD" e_homo_ev=-11.059 orbital_gap_ev=10.77 lumo_ev=-0.3 de_lowest_kcal_mol=88.23 mol_weight_g_mol=702.3 spin_multiplicity=1 total_charge=0
Ca -0.10 -0.92 -1.13 1.96
P 0.18 0.44 -4.07 1.35
F -0.81 0.56 -5.37 -0.36
F -0.56 1.79 -3.56 -0.34
F -0.69 -0.62 -3.28 -0.45
F 1.17 0.30 -2.80 -0.55
F 0.96 -0.97 -4.71 -0.41
F 1.43 1.31 -4.73 -0.40
P 0.35 -4.01 -1.29 1.53
F 1.58 -4.85 -0.68 -0.35
F 1.29 -2.80 -1.82 -0.44
F 0.47 -4.72 -2.78 -0.39
F -0.95 -3.20 -1.92 -0.29
F -0.70 -5.07 -0.59 -0.40
F 0.12 -2.97 0.00 -0.44
C 0.39 5.50 0.60 -1.54
C -0.14 4.19 1.01 0.61
C -1.65 4.13 1.23 -0.56
O -1.93 2.80 0.71 -0.28
C -0.97 2.44 -0.22 0.12
O -0.97 1.40 -0.95 0.02
O 0.00 3.33 -0.17 -0.17
H 0.24 6.24 1.38 0.41
H -0.11 5.96 -0.26 0.35
H 1.43 5.46 0.26 0.33
H 0.35 3.65 1.81 0.15
H -2.26 4.91 0.77 0.32
H -1.75 4.19 2.31 0.36
C -0.64 -1.97 4.49 -0.69
O -0.57 -1.72 3.06 -0.21
C 0.17 -0.76 2.40 0.12
O -0.06 -0.32 1.30 0.13
O 1.10 -0.26 3.29 -0.39
C 1.93 0.87 3.04 -0.22
H 0.31 -2.30 4.90 0.28
H -1.42 -2.71 4.68 0.23
H -0.90 -1.02 4.95 0.31
H 2.74 0.39 2.49 0.24
H 2.20 1.29 4.01 0.31
H 1.47 1.54 2.32 -0.18
C -4.07 0.36 -1.76 -0.20
O -4.45 -0.67 -0.83 -0.36
C -3.56 -1.62 -0.57 0.41
O -2.33 -1.46 -0.68 -0.30
O -4.26 -2.77 -0.14 -0.36
C -3.59 -3.57 0.86 -0.59
H -4.87 1.08 -1.59 0.27
H -4.02 0.04 -2.81 0.35
H -3.11 0.83 -1.56 -0.19
H -4.32 -3.58 1.67 0.27
H -2.62 -3.19 1.19 0.22
H -3.66 -4.65 0.74 0.27
C 4.17 -2.53 -0.25 -0.50
O 4.43 -1.16 -0.55 -0.38
C 3.34 -0.30 -0.58 0.48
O 2.13 -0.54 -0.36 0.13
O 3.86 0.97 -0.70 -0.44
C 3.09 2.20 -0.58 -0.55
H 3.63 -3.21 -0.91 0.14
H 3.53 -2.47 0.63 0.22
H 5.13 -3.03 -0.21 0.29
H 2.76 2.51 0.41 0.13
H 2.31 2.33 -1.34 0.25
H 3.81 3.00 -0.78 0.37

(2)
23
Properties=species:S:1:pos:R:3:mulliken_charge:R:1 method="wB97M-V/def2-TZVPD" e_homo_ev=-11.158 orbital_gap_ev=11.62 lumo_ev=0.5 mol_weight_g_mol=244.7 spin_multiplicity=1 total_charge=0
C 0.08 -2.79 -1.38 -1.13
C -1.10 -2.05 -0.82 -0.30
O -0.70 -0.99 0.06 -0.35
C -0.57 0.23 -0.54 0.09
O 0.36 0.28 -1.64 -0.30
S 1.71 1.01 -1.22 1.14
O 2.22 1.73 -2.32 -0.59
O 2.56 0.11 -0.54 -0.55
O 0.99 1.99 -0.19 -0.44
C 0.09 1.13 0.51 -0.12
C -0.77 1.81 1.55 -0.64
C -0.10 1.87 2.91 0.47
O -0.69 1.65 3.93 -0.47
Cl 1.62 2.28 2.94 -0.15
H 0.75 -3.04 -0.57 0.30
H 0.62 -2.21 -2.12 0.26
H -0.25 -3.72 -1.81 0.42
H -1.67 -2.73 -0.20 0.34
H -1.74 -1.69 -1.61 0.33
H -1.49 0.59 -0.97 0.43
H 0.72 0.43 1.06 0.52
H -0.96 2.84 1.26 0.41
H -1.69 1.27 1.71 0.32

(3)
19
Properties=species:S:1:pos:R:3:mulliken_charge:R:1 method="wB97M-V/def2-TZVPD" e_homo_ev=-4.735 orbital_gap_ev=7.74 lumo_ev=3.0 mol_weight_g_mol=241.4 spin_multiplicity=1 total_charge=-1
O 2.07 1.51 2.02 -0.54
C 0.91 1.84 1.64 0.52
Cl 0.75 3.52 0.95 -0.22
C -0.26 0.77 1.77 -0.57
In -2.35 1.62 1.85 0.51
H -0.07 0.19 2.74 0.23
H -0.12 0.01 0.92 0.02
H -2.51 3.09 2.88 -0.32
H -3.07 1.87 0.20 -0.31
H -3.39 0.33 2.62 -0.33
C 1.12 -2.37 -1.47 -0.98
C 0.46 -1.41 -2.45 -0.27
O 0.69 -0.07 -2.05 -0.48
H 0.73 -2.22 -0.46 0.24
H 0.95 -3.41 -1.77 0.34
H 2.20 -2.19 -1.42 0.32
H -0.62 -1.58 -2.48 0.28
H 0.86 -1.55 -3.46 0.28
H 1.64 0.07 -2.03 0.28